Run A
Density functional theory data (the ωB97M-V functional and the def2-TZVPD basis) for one molecule with the formula C5H5NS.

## Properties
HOMO level = -0.32590 Eh
SMILES string = C#CC(=S)N1CC1
E_LUMO = -0.0251 Ha
HOMO-LUMO gap = 8.185 eV

```
! RIJCOSX wB97M-V def2-TZVPD def2/J DEFGRID3
* xyz 0 1
S -1.54990 2.47089 -0.51807
N 0.47124 0.72686 -0.88855
C -1.21244 0.16711 0.75314
C 1.46838 0.07548 -0.04849
C -1.70311 -0.61113 1.52118
C 0.71273 -0.72751 -1.00615
C -0.70793 1.09298 -0.24937
H 1.20248 0.01607 0.99572
H -2.30333 -1.23739 2.21992
H 2.47210 0.41925 -0.20693
H 1.19913 -0.98720 -1.95999
H -0.04934 -1.40540 -0.61240
*
```

Atom charges from the natural (NBO) analysis, given in e for atoms 1 to 8: 0.0983 -0.4407 -0.1169 -0.2412 -0.1805 -0.2526 0.0090 0.2076

---

Run B
Density functional theory data (the ωB97M-V functional and the def2-TZVPD basis) for one molecule with the formula C5H5NS.

## Properties
HOMO level = -0.31292 Eh
SMILES string = C#C[C@H]1CN1C=S
E_LUMO = 0.0137 Ha
HOMO-LUMO gap = 8.888 eV

```
! RIJCOSX wB97M-V def2-TZVPD def2/J DEFGRID3
* xyz 0 1
S 0.29957 -2.19256 2.45110
N 0.43621 -0.49760 0.38527
C -0.20829 1.55523 -0.78102
C -0.07160 -1.15430 -0.82503
C 0.43315 -0.82821 1.61173
C 0.40854 2.54894 -1.32112
C -0.63629 0.19899 -0.30732
H 0.29032 -0.02475 2.29527
H -1.73246 0.14055 0.16740
H 1.01695 3.42989 -1.52560
H 0.49954 -1.23677 -1.72297
H -0.73566 -1.93940 -0.42772
*
```

Atom charges from the natural (NBO) analysis, given in e for atoms 1 to 8: -0.0977 -0.3876 -0.0406 -0.2101 -0.0744 -0.2111 -0.1233 0.1917

---

Run C
Density functional theory data (the ωB97M-V functional and the def2-TZVPD basis) for C5H5NS as an isolated structure.

## Properties
HOMO level = -0.31767 Eh
E_LUMO = 0.0134 Ha
HOMO-LUMO gap = 9.008 eV

```
! RIJCOSX wB97M-V def2-TZVPD def2/J DEFGRID3
* xyz 0 1
S 1.53913 -0.84153 1.22744
N -1.52040 -0.63301 -0.47410
C -0.66889 1.63428 -0.32768
C -0.10034 1.11676 -1.43544
C -1.01805 0.38911 0.50173
C -0.18785 -0.40172 -1.15376
C 0.34030 -0.30676 0.32052
H -0.81352 2.66150 -0.02940
H -2.31624 -0.25256 -1.02906
H 0.31020 1.57829 -2.30130
H -1.53688 0.47278 1.46666
H 0.18224 -1.15455 -1.85941
*
```

Atom charges from the natural (NBO) analysis, given in e for atoms 1 to 8: 0.0916 -0.5628 -0.1960 -0.1991 -0.1870 -0.1731 -0.0428 0.2301

---

Run D
Density functional theory data (the ωB97M-V functional and the def2-TZVPD basis) for one molecule with the formula C5H5NS.

## Properties
HOMO level = -0.32781 Eh
SMILES string = C#C[C@@H]1N[C@@H]1C=S
E_LUMO = -0.0134 Ha
HOMO-LUMO gap = 8.556 eV

```
! RIJCOSX wB97M-V def2-TZVPD def2/J DEFGRID3
* xyz 0 1
S -3.09477 -0.34687 0.24123
N 0.64475 -0.97421 1.08706
C 1.28445 0.74388 -2.01981
C -0.51270 -0.16989 1.05717
C 0.67364 0.49045 0.49222
C 1.02302 0.44306 -0.91410
C -1.51572 -0.53375 0.09403
H 1.35112 1.32125 -3.10466
H 0.95488 1.19682 1.35136
H 0.54776 -1.54917 0.38772
H -0.38653 0.33514 2.18070
H -0.96990 -0.95672 -0.85292
*
```

Atom charges from the natural (NBO) analysis, given in e for atoms 1 to 8: 0.1052 -0.5139 -0.1790 -0.1554 -0.1493 -0.1139 -0.3090 0.2776

---

run C (20.3 kcal/mol below the next structure)